A single C5H4S molecule at a distorted geometry. Source: the OMol25 dataset; level of theory: wB97M-V/def2-TZVPD.

Atoms and positions in Å:
S1 -2.66 0.57 0.35
C1 2.76 0.28 0.92
C2 0.66 0.66 -0.34
C3 1.91 0.51 0.00
C4 -1.37 -0.42 0.41
C5 -0.21 -0.52 -0.49
H1 0.20 1.61 -0.53
H2 -1.21 -0.68 1.48
H3 0.44 -1.40 -0.32
H4 -0.52 -0.61 -1.49

Results
Orbital gap = 7.658 eV
Charge = 0
Strongest force on any atom = 3.02 eV/Å
Energy relative to the best compared isomer or geometry (same formula, charge and spin) = 102.3 kcal/mol
Molar mass = 96.2 g mol⁻¹
E_HOMO = -9.32 eV